Record 1
{
  "formula": "C27H71LiN6O11",
  "method": "the ωB97M-V functional and the def2-TZVPD basis",
  "species": ["H", "H", "C", "C", "C", "H", "H", "H", "H", "C", "H", "C", "H", "C", "H", "O", "H", "H", "C", "H", "H", "H", "H", "H", "H", "H", "O", "H", "H", "H", "H", "N", "H", "H", "N", "H", "C", "C", "C", "H", "H", "H", "N", "H", "H", "H", "H", "H", "H", "H", "H", "H", "C", "H", "H", "H", "C", "H", "H", "H", "H", "O", "H", "O", "O", "C", "O", "C", "H", "H", "H", "H", "H", "H", "H", "C", "C", "C", "H", "C", "H", "H", "O", "H", "C", "H", "C", "C", "H", "H", "H", "C", "C", "C", "H", "H", "H", "H", "H", "O", "N", "C", "Li", "O", "O", "H", "H", "H", "C", "H", "H", "H", "O", "N", "C", "N"],
  "xyz": [[-2.688, -22.819, 21.563], [-9.484, -25.845, 16.022], [-9.075, -32.316, 28.137], [-11.261, -22.286, 22.475], [-5.943, -26.999, 26.588], [-0.509, -23.811, 19.658], [2.859, -24.886, 24.725], [-12.691, -25.254, 14.934], [-9.385, -30.389, 28.601], [-2.441, -23.422, 20.689], [-4.147, -26.239, 21.122], [-13.031, -22.061, 20.578], [3.140, -23.146, 22.281], [-12.699, -21.857, 22.013], [4.158, -25.042, 23.583], [-6.469, -26.576, 22.908], [-8.891, -19.878, 21.365], [-10.458, -26.300, 20.117], [-0.966, -23.174, 20.416], [-6.421, -27.497, 24.749], [-7.669, -20.885, 18.048], [-13.303, -22.499, 22.654], [-3.006, -23.078, 19.823], [-13.970, -20.428, 22.546], [-7.393, -23.933, 20.191], [-8.428, -26.630, 19.462], [2.181, -24.871, 22.808], [-9.205, -21.108, 18.778], [-7.923, -31.719, 32.385], [-8.745, -23.339, 19.636], [-5.488, -21.828, 19.231], [-0.180, -23.410, 21.645], [3.163, -26.410, 23.877], [-11.352, -29.630, 26.456], [-12.976, -20.494, 22.383], [-11.446, -23.930, 15.078], [-4.576, -26.325, 26.304], [-9.071, -19.236, 20.502], [-11.651, -24.999, 15.139], [1.513, -23.691, 20.481], [-10.115, -19.276, 20.191], [-11.529, -25.376, 19.025], [-7.745, -23.263, 19.522], [-10.043, -24.708, 19.603], [1.184, -22.059, 21.114], [-9.675, -32.085, 32.222], [-8.073, -21.885, 21.001], [-8.021, -25.399, 18.678], [-7.993, -32.317, 28.004], [-0.302, -24.343, 22.012], [-3.776, -27.065, 26.346], [-8.438, -33.356, 32.227], [-9.416, -30.556, 26.582], [-14.081, -21.949, 20.308], [1.848, -22.951, 23.526], [-4.564, -25.867, 25.314], [-9.805, -26.237, 18.074], [-7.994, -26.517, 27.102], [-9.665, -24.343, 16.956], [-10.092, -28.450, 26.551], [-9.236, -23.894, 22.313], [-11.233, -23.726, 22.600], [-9.714, -23.760, 24.002], [-6.186, -27.968, 25.552], [-7.415, -27.507, 21.303], [-10.496, -25.636, 19.253], [-2.705, -24.791, 20.957], [-8.668, -32.344, 31.893], [-4.441, -25.465, 26.960], [-4.490, -25.110, 19.912], [-9.584, -28.346, 23.039], [-8.388, -30.199, 26.523], [-7.373, -25.599, 25.773], [-10.531, -21.984, 21.725], [-10.178, -27.245, 17.893], [-10.017, -25.368, 16.844], [-9.974, -24.217, 23.047], [-4.074, -25.171, 20.917], [-9.577, -32.974, 27.428], [-6.075, -21.647, 20.131], [-10.436, -32.552, 29.883], [-11.043, -25.637, 14.497], [-8.525, -32.052, 30.496], [-9.984, -25.304, 23.117], [3.122, -25.327, 23.763], [-9.959, -27.306, 24.415], [-10.338, -29.419, 26.118], [2.134, -23.431, 22.590], [-5.690, -22.302, 20.913], [-11.098, -21.809, 23.441], [-12.786, -23.113, 20.429], [-9.554, -28.276, 24.126], [-9.388, -32.740, 29.651], [-7.553, -21.929, 20.044], [-9.548, -31.401, 25.907], [-9.239, -33.813, 29.773], [-5.776, -27.592, 27.487], [-12.541, -21.342, 19.922], [-4.819, -24.746, 21.589], [-8.207, -19.550, 19.404], [-9.746, -31.015, 27.895], [-7.091, -26.031, 26.733], [-7.189, -29.299, 20.287], [-11.389, -25.394, 16.491], [-10.325, -29.297, 24.711], [-8.508, -28.314, 24.432], [-12.750, -20.407, 23.364], [-8.901, -18.181, 20.716], [1.186, -23.123, 21.352], [-0.751, -22.134, 20.172], [-6.048, -20.593, 20.409], [-6.879, -25.098, 27.256], [-7.198, -25.470, 21.284], [-8.430, -26.306, 18.505], [-8.164, -20.893, 19.019], [-7.022, -26.512, 21.848]],
  "forces_ev_per_angstrom": [[-0.3, 0.1, 0.1], [0.5, 0.1, -0.2], [-1.8, 0.3, 2.1], [-1.1, -0.8, -0.9], [1.4, -0.1, -0.7], [-0.5, -0.1, -0.7], [0.0, -0.1, 0.4], [0.0, 0.4, 0.1], [0.0, 0.4, 0.1], [0.2, 0.1, -0.3], [0.5, -0.1, 0.3], [0.0, -0.8, -0.5], [0.2, 0.4, 0.2], [0.4, -0.7, 1.4], [0.1, 0.4, -0.5], [1.3, -0.2, 2.7], [0.0, 0.1, 0.1], [-0.2, -0.2, 0.0], [0.5, -0.9, 1.6], [0.1, 0.2, -0.4], [0.5, -0.4, 0.2], [-0.3, -0.5, -0.2], [-0.3, 0.0, -0.1], [-0.6, 0.2, -0.9], [0.3, 0.0, 0.1], [0.0, -0.5, 0.2], [-0.2, 0.0, -0.7], [-0.4, -0.9, 0.1], [-0.2, 0.2, 0.1], [-0.4, -0.7, -0.5], [-0.5, 0.0, -0.2], [-0.9, 0.3, 0.1], [-0.7, 0.0, -0.4], [-0.1, -0.2, -0.2], [-0.1, 1.1, 1.1], [0.0, 0.0, -0.6], [-0.9, 0.4, -0.2], [0.3, 0.2, -1.0], [0.3, -0.7, 1.3], [0.6, -0.1, -0.2], [-0.2, -0.5, 0.0], [-0.3, -0.2, 0.2], [-1.0, 0.0, -0.4], [0.2, 0.0, -0.3], [0.7, 0.1, 0.0], [-0.1, 0.1, 0.1], [0.3, 0.7, 0.3], [0.0, 0.6, -0.7], [0.2, 0.1, -0.2], [-0.1, -0.2, -0.2], [0.0, 0.2, 0.2], [-0.1, -0.4, -0.6], [-0.1, 1.0, -0.5], [-0.2, 0.0, 0.6], [-0.2, 0.3, -0.1], [-0.1, -0.2, -0.3], [0.0, 1.3, 0.9], [0.1, 0.1, 0.3], [0.2, 0.1, 0.3], [0.3, 0.1, 0.3], [0.5, -0.3, 0.0], [-0.4, 0.6, 0.1], [0.1, -0.1, 0.3], [-0.3, -0.1, 0.8], [-1.7, -6.0, -2.8], [-1.9, 0.5, 0.7], [-0.2, 0.1, 0.2], [0.2, 0.8, -0.5], [0.4, -0.3, 0.4], [0.1, 0.5, -0.3], [-0.2, -0.2, 0.1], [0.4, -0.1, -0.3], [0.1, -0.4, -0.6], [0.4, 0.2, 0.1], [-0.1, 0.0, -0.3], [-0.1, -1.0, -0.9], [-0.2, 0.9, -0.6], [-0.2, -0.9, -0.6], [0.3, -0.5, 0.2], [-0.3, 0.3, 1.2], [-0.2, 0.3, -0.1], [0.3, 0.4, -0.4], [0.5, 0.1, 0.9], [-0.2, 0.2, 0.0], [-0.1, 0.9, 0.5], [0.0, 0.3, 0.0], [0.1, 0.1, -0.1], [0.0, -1.2, -1.4], [0.4, 0.3, 0.2], [0.4, 0.0, 0.1], [0.2, 0.0, -0.9], [0.2, 0.2, 0.6], [0.2, -0.5, -1.9], [0.6, 0.9, -2.1], [0.0, 0.1, -0.2], [0.1, -0.3, -0.1], [-0.4, 0.0, 0.1], [0.6, -0.3, 0.0], [0.6, 0.8, 0.4], [0.6, 0.9, 1.1], [0.6, -0.9, 0.9], [-0.5, 0.5, -0.6], [-0.1, 1.4, 0.6], [-0.5, -0.1, 0.2], [-0.4, -0.7, -0.7], [0.1, -0.1, 0.1], [0.9, 0.3, 0.4], [0.3, -0.2, 0.3], [0.7, -0.4, 2.1], [-0.5, 0.1, -0.3], [0.8, 0.0, 0.2], [0.2, -0.4, 0.8], [-0.4, 3.0, -1.1], [1.7, -1.0, -0.5], [-1.1, -0.5, 0.2], [0.9, 1.8, 0.9]],
  "lowdin_charge": [0.124, 0.117, -0.166, -0.155, -0.466, 0.115, 0.080, 0.086, 0.109, -0.217, 0.079, -0.062, 0.108, -0.464, 0.078, 0.035, 0.075, 0.084, -0.197, 0.020, 0.129, 0.134, 0.112, 0.073, 0.025, 0.008, -0.215, 0.111, 0.086, 0.040, 0.086, -0.085, 0.084, 0.119, 0.025, 0.089, -0.050, -0.084, -0.085, 0.111, 0.081, 0.079, 0.052, 0.060, 0.114, 0.085, 0.115, 0.035, 0.114, 0.110, 0.077, 0.082, -0.229, 0.077, 0.117, 0.072, -0.429, 0.071, 0.130, 0.112, 0.065, -0.199, 0.088, -0.078, -0.123, -0.069, -0.172, -0.094, 0.072, 0.087, 0.077, 0.119, 0.072, 0.108, 0.139, -0.201, -0.089, -0.119, 0.109, -0.055, 0.115, 0.081, -0.201, 0.075, -0.127, 0.078, -0.206, -0.156, 0.069, 0.119, 0.076, -0.103, -0.232, -0.434, 0.119, 0.110, 0.129, 0.078, 0.068, -0.201, -0.079, -0.056, 0.870, -0.210, -0.192, 0.071, 0.061, 0.088, -0.224, 0.117, 0.081, 0.078, -0.006, 0.042, -0.200, -0.655],
  "e_homo_ev": -8.479,
  "fmax_ev_per_a": 6.848,
  "relative_energy_kcal_mol": 0.0,
  "energy_ev": -60809.06173,
  "lumo_energy_ha": -0.065,
  "charge": 0,
  "orbital_gap_ev": 6.72
}



Record 2
{
  "formula": "C11H22N2O4PS2",
  "method": "the ωB97M-V functional and the def2-TZVPD basis",
  "species": ["C", "H", "H", "H", "H", "H", "C", "H", "H", "C", "H", "H", "O", "H", "H", "C", "H", "H", "C", "H", "P", "O", "N", "H", "H", "H", "C", "H", "H", "S", "C", "O", "N", "C", "S", "C", "C", "H", "H", "C", "O", "H"],
  "xyz": [[-0.836, -0.058, 2.033], [-2.542, 1.468, 0.202], [0.268, 1.117, -3.571], [-0.471, -3.022, 2.275], [-1.105, -0.770, 1.198], [-0.482, 2.218, -0.603], [0.590, -2.677, 2.120], [-0.294, 2.166, 2.108], [0.296, 0.040, 5.163], [0.434, -0.982, 4.718], [-2.340, 2.819, 1.555], [1.127, 2.078, 0.228], [1.085, 2.459, -7.534], [2.662, -3.224, 2.752], [2.500, 0.358, -4.195], [1.627, -3.642, 2.813], [1.448, -0.818, -5.021], [-5.193, 0.121, 2.449], [0.513, 1.112, -4.631], [1.602, -4.622, 2.259], [0.658, -0.906, 2.828], [0.887, 2.419, -5.067], [-2.890, 0.969, 2.317], [1.284, -1.526, 5.211], [1.271, -3.831, 3.858], [-2.550, -0.716, 3.647], [1.714, 0.236, -4.945], [1.386, -0.315, -0.646], [-0.168, -1.065, -1.971], [1.867, 2.290, -6.351], [0.143, 1.566, 0.075], [3.049, 3.047, -6.092], [-0.496, -0.198, -1.521], [-2.202, -0.030, 2.843], [-4.478, 1.169, 3.027], [-2.226, 1.747, 1.242], [-0.677, 1.377, 1.408], [-0.492, -1.596, 4.921], [-0.363, 0.800, -5.206], [0.418, 0.245, -0.714], [2.211, 0.715, -6.194], [0.766, -2.540, 1.012]],
  "forces_ev_per_angstrom": [[-1.1, -1.3, 1.0], [-0.3, 0.3, 1.2], [0.1, 0.2, -0.1], [1.0, -0.1, -0.3], [0.3, 0.5, 0.5], [0.8, -0.7, 0.6], [-0.8, 0.5, 0.5], [-0.1, -1.2, -0.1], [0.3, -1.0, -0.5], [-1.4, -0.8, -0.3], [-0.3, -0.9, -1.0], [-1.0, -0.4, 0.2], [0.6, 0.0, 0.6], [-0.9, -0.4, 0.3], [0.0, 0.0, 0.0], [-0.9, 0.0, -0.7], [0.1, 0.1, -0.2], [1.0, 0.8, 0.1], [-0.4, -0.4, -0.3], [0.1, 0.9, 0.6], [1.7, 0.4, 0.0], [0.7, -0.1, -0.1], [-0.3, -2.9, 1.9], [-0.6, 0.7, -0.7], [0.7, 0.2, -0.8], [0.1, 0.8, -0.7], [0.1, 0.0, 0.5], [-0.6, 0.8, 0.4], [-0.2, 0.3, 0.1], [0.0, 0.1, -0.2], [0.1, -0.7, -0.8], [-0.8, -0.3, -0.2], [1.3, 0.4, 1.2], [2.1, 1.9, -3.1], [-0.9, 0.3, -0.5], [1.4, 0.8, 0.0], [-1.0, 0.5, 0.6], [0.8, 0.6, 0.2], [0.0, -0.1, 0.1], [-1.2, -0.2, -1.0], [-0.5, 0.5, 0.0], [-0.1, -0.2, 1.2]],
  "nbo_charge": [-0.594, 0.262, 0.209, 0.206, 0.288, 0.246, -0.671, 0.241, 0.252, -0.929, 0.249, 0.255, -0.877, 0.229, 0.186, -0.624, 0.209, 0.162, -0.107, 0.236, 0.757, -0.681, -0.421, 0.272, 0.218, 0.269, -0.100, 0.189, 0.348, 2.517, -0.477, -0.878, -0.631, 0.308, 0.245, -0.247, -0.198, 0.208, 0.196, 0.122, -0.675, 0.231],
  "e_homo_ev": -11.707,
  "fmax_ev_per_a": 4.230,
  "energy_ev": -53882.76622,
  "lumo_energy_ha": -0.178,
  "charge": 1,
  "orbital_gap_ev": 6.85
}